[1]
104
Properties=species:S:1:pos:R:3:forces:R:3:lowdin_charge:R:1 method="wB97M-V/def2-TZVPD" charge=-2 homo_energy_ev=-1.90 total_energy_ha=-3941.312034 lumo_energy_ha=0.1390 e_above_lowest_kcal_mol=0.00 orbital_gap_ev=5.679
Sr -0.605 0.194 0.983 0.9 -2.2 -2.2 1.49
O -1.982 2.025 4.722 -0.7 0.3 1.2 -0.16
P -0.833 1.450 3.741 -0.7 0.0 -0.1 0.11
O 0.431 1.120 4.387 0.8 0.1 0.6 -0.27
O -1.584 0.375 2.997 0.0 0.0 0.6 -0.50
O -0.646 2.774 2.809 -0.1 -0.6 0.2 -0.30
P -1.610 3.179 1.537 -0.1 0.0 0.3 0.13
O -3.036 2.791 2.112 -1.1 0.0 0.3 -0.13
O -1.417 4.598 1.263 0.0 1.5 0.2 -0.28
O -1.287 2.274 0.392 -0.5 0.4 -0.2 -0.51
H -2.442 1.277 5.148 0.4 0.4 -0.4 0.09
H -3.148 2.618 3.066 0.5 0.2 -0.5 0.06
C 0.834 -1.491 -3.450 0.1 -0.2 0.0 -0.18
Si 2.363 -1.993 -2.481 0.0 -0.1 0.2 0.35
C 3.828 -1.061 -3.266 -0.2 -0.3 0.1 -0.18
C 2.644 -3.838 -2.896 -0.2 0.3 -0.1 -0.19
N 2.089 -1.642 -0.852 -0.1 0.1 0.2 -0.03
C 2.919 -1.869 0.168 0.1 -0.2 -0.4 -0.39
C 4.196 -2.508 0.074 0.0 0.2 0.4 -0.06
C 5.035 -2.690 1.164 -0.2 0.0 0.0 -0.14
C 4.664 -2.264 2.437 0.0 0.1 0.1 -0.14
C 3.423 -1.631 2.586 0.2 -0.2 0.0 -0.04
C 2.615 -1.466 1.498 0.4 -0.2 -0.2 -0.30
F 1.421 -0.854 1.711 0.2 -0.1 0.2 -0.12
H 0.894 -1.808 -4.494 0.0 0.0 -0.1 0.02
H 0.711 -0.411 -3.435 0.0 0.1 0.1 0.01
H -0.054 -1.947 -3.009 0.0 0.0 0.1 0.02
H 3.847 -1.255 -4.340 0.0 0.1 -0.1 0.01
H 4.785 -1.382 -2.850 0.0 0.0 0.0 0.01
H 3.722 0.010 -3.099 0.0 0.1 0.0 0.01
H 2.608 -3.974 -3.983 0.1 0.0 0.0 0.01
H 1.842 -4.439 -2.463 0.0 0.0 0.1 0.02
H 3.594 -4.217 -2.524 0.1 -0.1 0.0 0.00
H 4.521 -2.841 -0.900 0.0 -0.1 -0.1 0.07
H 5.994 -3.176 1.002 0.0 0.0 0.1 0.08
H 5.308 -2.405 3.297 0.0 0.0 -0.1 0.07
H 3.057 -1.263 3.539 0.1 0.0 0.0 0.12
N -8.694 -7.146 1.744 1.0 0.8 -0.1 0.12
C -7.802 -6.417 1.598 -0.8 -0.7 0.1 -0.19
C -6.694 -5.510 1.399 -0.6 -0.4 0.3 -0.26
C -5.804 -5.728 0.362 0.5 0.0 -0.2 -0.03
C -4.742 -4.852 0.188 0.0 0.0 -0.1 0.00
C -4.593 -3.748 1.023 0.2 0.3 0.0 -0.19
C -5.508 -3.539 2.055 0.0 -0.2 -0.1 0.00
C -6.551 -4.427 2.258 0.2 0.2 -0.1 -0.03
C -3.444 -2.794 0.804 -0.8 -0.4 0.0 -0.07
C -3.774 -1.611 0.137 0.4 0.1 0.1 -0.28
C -5.060 -1.260 -0.351 -0.1 0.2 -0.1 -0.06
C -4.950 0.020 -0.862 -0.1 -0.2 0.1 -0.09
C -3.601 0.392 -0.656 0.2 0.1 0.1 -0.21
N -2.880 -0.568 -0.078 -0.7 0.1 -0.3 -0.01
C -2.229 -3.238 1.278 0.6 0.3 -0.1 -0.28
C -2.013 -4.434 2.029 0.3 -0.2 0.0 -0.06
C -0.664 -4.523 2.248 -0.2 0.3 -0.3 -0.07
C -0.099 -3.368 1.600 0.0 0.0 0.2 -0.15
N -1.006 -2.590 1.052 -0.2 -0.4 0.2 0.04
H -5.928 -6.587 -0.283 0.0 0.0 0.0 0.11
H -4.016 -5.005 -0.609 -0.2 0.0 0.2 0.13
H -5.394 -2.682 2.695 0.1 0.2 0.1 0.13
H -7.262 -4.287 3.058 0.0 0.1 0.1 0.11
H -5.937 -1.888 -0.326 -0.1 0.0 0.0 0.09
H -5.725 0.622 -1.319 0.1 -0.1 0.1 0.08
H -3.124 1.329 -0.905 -0.1 0.0 0.0 0.08
H -2.767 -5.133 2.351 -0.1 0.0 0.0 0.10
H -0.139 -5.292 2.788 0.1 -0.1 0.0 0.08
H 0.951 -3.103 1.559 -0.2 -0.2 0.0 0.09
C 5.029 4.711 1.439 0.3 0.0 0.1 -0.08
C 4.155 4.349 0.251 -0.2 0.1 -0.5 -0.24
N 2.864 3.799 0.595 0.2 -0.1 -0.1 -0.09
C 1.839 4.736 1.032 0.1 0.1 -0.1 -0.21
C 1.766 4.894 2.544 -0.2 -0.1 0.1 -0.06
C 2.644 2.440 0.632 -0.1 -0.4 0.0 -0.40
C 3.779 1.535 0.275 0.1 0.1 -0.3 0.00
N 1.519 1.907 0.961 0.6 1.0 -0.2 0.11
H 6.041 4.964 1.103 -0.1 0.0 0.1 0.07
H 5.088 3.867 2.129 0.1 0.0 0.0 0.08
H 4.634 5.559 1.992 -0.1 0.1 0.0 0.05
H 4.681 3.647 -0.397 0.0 0.0 0.1 0.10
H 3.970 5.236 -0.375 0.1 -0.1 0.2 0.11
H 0.863 4.454 0.632 0.0 -0.1 0.1 0.08
H 2.059 5.698 0.552 0.0 -0.1 0.1 0.12
H 1.721 3.922 3.038 -0.1 0.0 -0.1 0.08
H 0.851 5.424 2.802 0.0 0.1 0.1 0.07
H 2.629 5.426 2.936 0.1 0.1 0.0 0.05
H 4.646 1.710 0.906 0.1 0.0 0.2 0.08
H 4.101 1.665 -0.763 -0.1 0.0 0.0 0.08
H 3.430 0.523 0.408 0.1 -0.2 0.0 0.05
H 0.930 2.702 1.181 -0.5 -0.3 0.2 -0.01
N -2.372 -0.394 -3.425 0.1 0.5 -0.5 0.11
C -1.655 0.768 -3.599 -0.3 -0.7 0.8 -0.71
N -1.207 1.442 -2.595 0.3 0.5 -0.8 0.13
C -0.573 2.599 -3.069 -0.1 -0.3 1.1 -0.28
C 0.016 3.550 -2.224 0.0 -0.2 -0.3 0.01
C 0.661 4.620 -2.807 0.0 0.2 -0.3 -0.08
C 0.706 4.775 -4.204 -0.3 -0.3 0.2 -0.11
C 0.093 3.847 -5.040 0.2 0.2 0.2 -0.12
C -0.539 2.758 -4.450 0.1 0.1 -0.3 -0.49
S -1.370 1.421 -5.205 0.0 0.1 0.0 1.03
H -2.357 -0.741 -2.478 0.0 0.0 0.3 0.07
H -2.276 -1.095 -4.134 0.1 -0.1 -0.1 0.08
H -0.056 3.413 -1.152 -0.1 0.0 0.0 0.08
H 1.128 5.372 -2.180 0.0 0.0 0.0 0.09
H 1.202 5.638 -4.620 0.1 0.1 -0.1 0.08
H 0.107 3.971 -6.116 0.0 0.0 0.0 0.09



[2]
103
Properties=species:S:1:pos:R:3:forces:R:3:lowdin_charge:R:1 method="wB97M-V/def2-TZVPD" charge=-2 homo_energy_ev="-0.47 / -0.46" total_energy_ha=-9997.844984 lumo_energy_ha="0.1280 / 0.1162" e_above_lowest_kcal_mol=181.58 orbital_gap_ev="3.954 / 3.624" spin_multiplicity=2
Ba 0.644 -1.474 0.642 0.8 9.2 -6.6 1.80
C 3.089 1.925 -0.889 0.1 0.1 0.1 -0.24
C 4.435 1.517 -0.799 0.0 0.0 0.0 -0.21
C 4.682 1.097 0.518 -0.4 0.1 0.2 -0.20
C 3.474 1.268 1.254 0.4 -0.2 -0.2 -0.21
C 2.498 1.768 0.381 -0.1 0.2 -0.1 -0.24
H 2.617 2.383 -1.744 -0.1 -0.1 -0.1 0.05
H 5.152 1.520 -1.609 0.0 -0.1 0.0 0.06
H 5.621 0.723 0.906 0.0 0.0 0.0 0.05
H 3.351 1.131 2.320 0.0 0.0 0.1 0.06
H 1.504 2.084 0.672 0.0 -0.2 -0.1 0.03
C -3.758 -1.119 -3.660 0.0 0.0 -0.1 -0.09
C -3.635 -2.275 -2.909 -0.1 -0.1 0.0 -0.07
C -2.713 -2.304 -1.876 0.1 0.1 0.0 -0.14
N -1.935 -1.269 -1.562 0.0 -0.2 0.2 0.06
C -2.056 -0.168 -2.295 0.1 0.2 -0.2 -0.19
C -2.949 -0.040 -3.351 0.0 0.0 0.1 -0.08
H -4.472 -1.057 -4.474 0.0 0.0 0.0 0.10
H -4.235 -3.151 -3.119 0.0 0.0 0.0 0.10
H -2.585 -3.200 -1.283 0.0 0.0 0.0 0.10
H -1.408 0.664 -2.040 0.1 0.0 0.1 0.10
H -2.996 0.890 -3.899 0.0 0.0 0.0 0.10
C -2.189 4.288 3.065 -0.3 0.5 0.1 -0.27
Ge -0.811 3.403 1.985 0.3 -1.5 0.4 0.61
C 0.856 4.315 2.377 0.3 0.3 0.1 -0.24
C -1.300 3.770 0.128 -0.1 0.1 -0.4 -0.24
C -0.623 1.542 2.349 -0.1 0.0 -0.7 -0.34
H -2.304 5.338 2.778 -0.1 0.1 0.1 -0.01
H -1.920 4.235 4.121 0.0 0.0 0.0 0.00
H -3.149 3.787 2.928 -0.1 0.0 0.0 -0.02
H 0.728 5.399 2.303 0.1 0.1 0.0 0.00
H 1.640 4.001 1.689 0.0 0.0 0.0 0.00
H 1.189 4.066 3.387 0.0 0.0 0.0 0.01
H -0.945 4.758 -0.178 -0.1 0.0 -0.1 0.00
H -2.383 3.723 -0.008 -0.1 0.1 0.0 -0.01
H -0.847 3.022 -0.524 0.1 0.0 0.0 0.00
H -1.511 0.910 2.329 -0.1 0.0 0.2 -0.12
H 0.079 1.264 3.130 0.0 0.1 0.1 -0.10
Cl -9.717 2.018 -0.539 0.1 0.0 0.0 0.60
C -8.002 1.784 -0.280 0.1 0.0 0.0 -0.68
C -7.399 2.308 0.857 0.1 0.0 0.1 -0.12
C -6.047 2.113 1.068 -0.2 0.1 0.1 -0.03
C -5.245 1.394 0.151 0.5 -0.1 0.0 -0.28
C -3.859 1.204 0.364 -0.6 0.2 0.1 0.14
C -5.898 0.884 -0.997 -0.2 0.0 -0.1 -0.03
C -7.251 1.072 -1.207 0.1 -0.1 -0.1 -0.12
H -7.990 2.867 1.572 0.0 0.0 0.0 0.10
H -5.584 2.524 1.958 0.0 0.0 0.0 0.11
H -3.253 0.657 -0.339 0.0 0.0 0.0 0.04
H -3.373 1.606 1.243 0.0 0.0 0.0 0.05
H -5.320 0.336 -1.732 0.0 0.0 0.0 0.09
H -7.730 0.672 -2.092 0.0 0.0 0.0 0.10
F 1.300 -5.880 0.319 0.1 0.0 -0.2 0.16
C 0.242 -5.712 1.089 0.1 0.2 0.0 -0.70
F -0.809 -6.324 0.560 -0.1 -0.1 -0.1 0.16
F 0.488 -6.226 2.281 0.0 0.0 0.3 0.16
S -0.177 -3.922 1.226 0.0 -2.1 0.8 0.54
O -0.344 -3.488 -0.170 -0.2 -2.0 1.4 -0.51
O -1.312 -3.796 2.104 0.5 -0.3 -0.6 -0.26
N 1.259 -3.324 1.917 -2.1 -2.0 2.2 -0.52
S 0.801 -2.344 3.244 -1.1 0.0 0.7 0.62
O -0.088 -1.221 2.785 1.4 -2.4 3.7 -0.61
O 0.446 -3.084 4.410 0.0 0.1 0.0 -0.25
C 2.492 -1.616 3.622 -0.8 -0.3 -0.3 -0.70
F 3.090 -2.548 4.341 0.7 -0.1 0.1 0.15
F 2.301 -0.541 4.355 0.1 0.2 0.0 0.18
F 3.169 -1.337 2.522 -0.1 -0.3 0.4 0.13
C 3.055 1.796 -4.392 0.4 0.3 -0.1 -0.27
Ge 1.644 0.461 -4.228 0.0 0.0 0.2 0.62
C 1.828 -0.576 -5.882 0.1 -0.3 -0.4 -0.27
C 0.043 1.519 -4.658 -0.3 0.3 0.0 -0.27
Ge 1.520 -0.727 -2.100 0.6 -0.6 -1.8 0.66
C 0.813 -2.518 -3.077 0.1 0.3 0.2 -0.33
C 1.214 -3.809 -2.710 0.2 0.0 0.0 -0.14
C 0.643 -4.960 -3.243 0.0 0.1 0.0 -0.11
C -0.357 -4.867 -4.203 0.0 0.0 0.0 -0.13
C -0.762 -3.604 -4.614 0.0 0.0 0.0 -0.12
C -0.190 -2.467 -4.053 -0.1 0.0 0.0 -0.18
C 3.399 -1.536 -2.037 0.0 -0.2 0.1 -0.36
C 3.798 -2.279 -0.915 -0.2 0.0 -0.1 -0.16
C 4.918 -3.111 -0.912 -0.2 0.2 0.0 -0.11
C 5.716 -3.184 -2.039 0.1 0.0 -0.1 -0.12
C 5.392 -2.407 -3.148 0.0 -0.1 0.1 -0.10
C 4.258 -1.610 -3.141 0.0 0.1 0.1 -0.12
H 3.256 1.945 -5.458 0.1 0.1 0.0 0.00
H 3.978 1.523 -3.881 0.0 -0.1 0.0 0.00
H 2.732 2.745 -3.964 0.0 0.0 0.0 0.01
H 2.081 0.132 -6.677 0.0 -0.1 -0.1 0.00
H 0.907 -1.092 -6.152 -0.1 0.0 0.0 0.00
H 2.604 -1.341 -5.827 0.1 0.0 0.0 0.01
H 0.303 2.235 -5.443 -0.1 0.0 0.0 0.01
H -0.325 2.084 -3.799 0.1 0.0 0.0 0.01
H -0.775 0.891 -5.017 0.0 0.0 -0.1 -0.01
H 2.018 -3.939 -1.989 0.0 0.1 0.0 0.08
H 0.986 -5.933 -2.906 0.0 0.0 0.0 0.09
H -0.806 -5.758 -4.627 0.0 0.0 0.0 0.08
H -1.535 -3.494 -5.367 0.0 0.0 0.0 0.09
H -0.558 -1.507 -4.401 0.0 0.1 0.1 0.07
H 3.221 -2.245 0.009 0.1 0.0 -0.1 0.03
H 5.159 -3.684 -0.025 0.0 0.0 0.0 0.09
H 6.583 -3.835 -2.059 0.0 0.0 0.0 0.08
H 6.020 -2.430 -4.032 0.0 0.0 0.0 0.09
H 4.047 -1.034 -4.035 -0.1 0.0 0.0 0.06



[3]
94
Properties=species:S:1:pos:R:3:forces:R:3:lowdin_charge:R:1 method="wB97M-V/def2-TZVPD" homo_energy_ev="-7.39 / -7.39" total_energy_ha=-4908.301526 lumo_energy_ha="-0.0138 / -0.0575" e_above_lowest_kcal_mol=95.62 orbital_gap_ev="7.011 / 5.831" spin_multiplicity=2
Hg 2.732 -5.486 22.427 0.2 -0.5 0.3 0.63
C 6.922 -6.651 21.533 -2.2 -1.0 -0.2 -0.02
O 5.995 -6.110 20.537 2.0 -0.7 1.6 -0.12
C 6.480 -5.314 19.550 0.9 0.8 -1.4 -0.28
C 7.566 -4.156 19.825 -1.3 -0.8 0.7 -0.01
C 7.990 -3.009 18.032 -0.4 -0.7 -0.8 -0.57
Br 9.218 -1.665 17.289 -0.6 0.6 0.7 0.77
C 7.583 -3.911 16.851 0.0 -0.6 -0.8 -0.19
C 6.116 -4.135 16.538 0.0 0.0 0.0 -0.02
C 5.214 -4.727 18.866 1.0 1.9 -1.3 -0.33
O 4.140 -5.328 19.406 -1.6 0.4 0.4 0.01
C 5.272 -3.651 15.519 0.6 -0.1 -0.5 -0.24
N 4.142 -4.354 15.212 1.5 0.5 -0.4 0.18
C 3.852 -3.976 13.947 -0.1 1.0 -0.8 -0.24
C 2.796 -4.442 13.133 0.1 1.1 0.1 -0.01
C 2.457 -3.692 12.019 0.7 -1.2 -0.2 -0.09
C 3.326 -2.677 11.566 -1.1 0.2 -0.9 -0.11
C 4.332 -2.169 12.335 1.6 0.4 0.7 -0.05
C 4.681 -2.880 13.487 -1.1 -0.3 1.2 -0.18
N 5.572 -2.653 14.527 0.4 -0.7 0.9 0.15
H 6.599 -6.269 22.502 0.2 0.2 0.0 0.09
H 7.979 -6.527 21.406 0.5 0.5 -0.6 0.08
H 6.686 -7.733 21.522 0.4 0.5 0.2 0.07
H 7.888 -4.089 20.880 -0.4 0.1 -0.4 0.17
H 8.221 -3.726 15.985 -0.4 0.2 -0.1 0.11
H 3.409 -5.259 18.796 -0.6 0.0 -0.3 0.12
H 2.298 -5.343 13.419 -0.6 -0.2 0.2 0.10
H 1.596 -4.001 11.423 0.4 0.1 0.0 0.10
H 3.216 -2.308 10.542 -0.4 0.3 0.5 0.11
H 4.858 -1.229 12.104 -0.1 -0.7 -0.3 0.12
H 6.403 -2.023 14.563 -1.3 -1.0 -0.2 0.17
C 0.407 -9.887 20.019 -0.6 -0.1 -1.2 -0.18
C 1.656 -10.723 19.833 1.7 0.1 1.0 -0.59
C 1.930 -11.174 18.414 -0.9 -1.0 -1.3 -0.20
Sb 3.395 -9.469 20.511 0.4 -0.8 -0.2 1.43
C 5.126 -10.951 20.068 -2.0 1.1 0.7 -0.54
C 5.323 -11.089 18.556 0.5 0.2 0.8 -0.15
C 6.298 -10.533 20.936 1.3 -0.4 0.1 -0.19
C 3.236 -9.847 22.702 0.5 -0.5 -1.7 -0.59
C 2.007 -9.081 23.158 -0.3 -0.3 0.9 -0.23
C 3.219 -11.364 23.044 0.4 0.8 0.6 -0.14
H -0.446 -10.515 19.670 0.2 0.6 0.2 0.08
H 0.441 -8.962 19.389 -0.1 -0.7 0.5 0.08
H 0.219 -9.595 21.049 0.1 0.0 0.0 0.04
H 1.635 -11.591 20.511 -0.1 0.2 -0.3 0.08
H 2.320 -10.401 17.747 -0.2 0.3 0.2 0.06
H 0.973 -11.521 17.929 0.7 0.2 0.4 0.08
H 2.647 -12.014 18.269 -0.5 0.4 0.7 0.07
H 4.642 -11.824 20.507 0.2 -0.3 -0.3 0.06
H 4.382 -10.995 18.040 -0.1 0.2 -0.3 0.01
H 5.711 -12.066 18.310 0.4 -0.4 -0.2 0.07
H 6.019 -10.325 18.190 -0.1 -0.1 0.0 0.07
H 6.952 -9.804 20.394 -0.5 -0.5 0.5 0.07
H 6.941 -11.422 21.204 -0.4 0.8 -0.4 0.09
H 6.027 -10.089 21.921 0.0 -0.2 -0.7 0.05
H 4.186 -9.382 22.997 -0.4 -0.1 0.4 0.05
H 1.128 -9.738 23.017 0.2 0.4 0.1 0.06
H 1.806 -8.096 22.669 0.4 -0.8 0.4 -0.05
H 2.126 -8.935 24.248 -0.4 0.3 -0.3 0.08
H 2.287 -11.819 22.698 0.3 -0.1 -0.3 0.06
H 3.203 -11.514 24.142 0.1 0.1 -0.3 0.07
H 4.130 -11.879 22.658 -0.8 0.2 0.2 0.06
C 10.137 -4.264 18.999 0.7 0.4 1.6 -0.05
C 8.668 -4.196 18.767 -0.3 -0.2 -1.1 -0.40
C 8.146 -5.153 17.661 -0.7 0.2 -0.8 -0.10
C 6.885 -5.865 18.133 0.3 -2.1 -0.6 -0.06
C 5.608 -5.211 17.443 1.3 -0.9 1.0 -0.07
C 5.408 -3.161 18.966 -0.5 -1.1 1.2 -0.03
N 4.520 -2.309 19.328 1.7 1.4 -1.8 0.13
C 3.257 -2.138 18.798 -2.9 -1.4 0.6 -0.18
C 2.967 -1.693 17.496 2.1 0.1 0.6 -0.03
C 1.696 -1.750 17.005 -1.1 0.4 -1.7 -0.09
C 0.595 -2.078 17.787 0.0 -0.6 -0.1 -0.07
C 0.808 -2.444 19.103 0.0 0.4 -0.1 -0.01
C 2.112 -2.465 19.588 0.7 0.1 0.1 -0.08
C 2.231 -2.821 21.027 -2.6 -0.9 0.6 -0.59
O 1.237 -3.292 21.611 2.2 1.2 -0.5 -0.11
O 3.377 -2.588 21.631 1.7 0.1 -1.3 0.02
C 6.883 -2.895 19.193 2.0 1.6 0.7 -0.27
C 7.126 -1.588 19.951 -0.1 1.0 0.6 -0.05
H 10.752 -4.239 18.078 -0.5 0.0 0.5 0.09
H 10.360 -5.173 19.586 0.1 0.1 -0.4 0.09
H 10.451 -3.423 19.662 0.0 -0.4 -0.6 0.09
H 8.904 -5.792 17.142 -0.7 0.6 0.4 0.16
H 6.981 -6.980 17.968 -0.3 1.1 0.6 0.17
H 4.894 -5.943 17.058 0.1 0.4 -0.2 0.16
H 4.096 -2.444 20.866 -1.5 0.0 2.0 0.12
H 3.774 -1.242 16.905 -0.2 -0.6 0.0 0.12
H 1.571 -1.562 15.905 0.0 0.1 1.2 0.13
H -0.403 -2.136 17.371 0.1 0.1 -0.1 0.10
H -0.004 -2.705 19.794 0.5 0.1 -0.4 0.13
H 6.761 -1.692 20.994 0.1 0.1 -0.5 0.09
H 6.517 -0.742 19.497 1.0 -1.0 0.4 0.10
H 8.221 -1.302 20.030 -1.3 -0.4 -0.3 0.09